DFT (ωB97M-V with the def2-TZVPD basis set) results for the ion C11H15N2O2 with charge +1 in a non-equilibrium geometry.

Results
**HOMO energy (spin up / spin down)**: -11.26 / -11.26 eV
**Structure (SMILES)**: CN/C(O)=C(O)\[NH+]=C(\C)c1ccccc1
**Charge**: +1
**Relative energy (zero: lowest compared OMol25 entry of this formula, charge and spin)**: 1.942 eV
**Gap between HOMO and LUMO (spin up / spin down)**: 6.9479 / 6.9452 eV

Positions of all 30 atoms, in Å:
O  -1.12  2.04  2.34
O  1.32  1.11  3.14
N  1.74  0.11  1.07
N  -0.85  1.34  0.22
C  -1.99  -1.47  -1.88
C  0.90  0.82  1.84
C  -0.88  -1.24  -2.64
C  1.64  -0.52  -0.09
C  2.99  -0.87  -0.64
C  -1.86  -1.66  -0.52
C  -0.26  1.46  1.49
C  0.39  -0.92  -0.70
C  0.35  -0.94  -2.07
C  -0.67  -1.31  0.10
C  -2.05  2.06  0.09
H  -0.88  -1.32  -3.72
H  -1.97  3.08  0.57
H  -2.74  -1.95  -2.50
H  -0.34  1.40  -0.69
H  -2.52  1.99  -0.81
H  -1.00  1.88  3.29
H  1.34  -0.80  -2.71
H  1.77  0.33  3.59
H  -2.76  1.44  0.73
H  -2.49  -2.04  0.22
H  -0.57  -1.27  1.19
H  2.85  -1.70  -1.36
H  3.26  0.11  -1.18
H  3.67  -1.19  0.05
H  2.73  0.02  1.58

***

DFT (ωB97M-V with the def2-TZVPD basis set) results for an isolated molecule of C2H8N4S in a non-equilibrium geometry.

Results
**HOMO energy**: -7.82 eV
**Structure (SMILES)**: CN/C(=N/N)NS
**Relative energy (zero: lowest compared OMol25 entry of this formula, charge and spin)**: 2.685 eV
**Gap between HOMO and LUMO**: 8.4695 eV

Positions of all 15 atoms, in Å:
S  2.15  -0.63  0.19
N  -1.67  -0.81  -0.12
N  0.68  1.95  -0.15
N  0.55  -0.94  -0.25
N  -0.58  1.24  0.01
C  -2.95  -0.20  0.20
C  -0.48  -0.06  -0.02
H  0.52  2.99  -0.07
H  2.43  0.55  -0.61
H  0.37  -1.66  -1.06
H  -3.18  -0.30  1.41
H  -2.74  1.01  -0.24
H  1.27  1.58  0.55
H  -3.84  -0.72  -0.61
H  -1.41  -1.85  0.02

***

DFT (ωB97M-V with the def2-TZVPD basis set) results for a structure of composition C47H48AsIN7OS3Si2Ta in a non-equilibrium geometry.

Results
**HOMO energy**: -12.58 eV
**Charge**: +2
**Relative energy (zero: lowest compared OMol25 entry of this formula, charge and spin)**: 0.624 eV
**Gap between HOMO and LUMO**: 7.1426 eV

Positions of all 111 atoms, in Å:
Ta  -0.69  0.22  0.12
I  -5.93  2.38  -0.45
As  -1.22  0.49  -3.19
S  1.25  -2.96  3.08
S  -0.91  -2.23  0.70
S  5.63  -4.25  -1.47
Si  -1.52  1.17  3.50
Si  1.07  -0.54  3.43
O  -0.25  -0.09  -1.92
N  1.18  -6.63  -3.03
N  -1.64  2.19  -0.71
N  6.68  -2.38  0.01
N  1.98  -0.52  -0.39
N  3.96  -7.40  -0.12
N  0.74  1.96  0.65
N  -2.49  0.09  0.60
C  0.60  -0.93  5.21
C  1.25  -6.01  -2.06
C  -0.36  -2.47  -5.99
C  1.94  4.00  0.77
C  -2.68  -0.31  3.70
C  1.98  3.88  2.16
C  0.54  2.64  -3.63
C  -1.03  1.77  5.23
C  1.31  3.02  0.05
C  -1.35  4.60  -4.19
C  1.40  2.77  2.77
C  4.33  -0.72  0.02
C  2.23  -5.50  0.14
C  4.39  -1.95  -0.64
C  2.94  -0.31  3.41
C  3.22  -2.36  -1.28
C  -5.34  -0.09  -3.58
C  0.95  3.92  -3.95
C  0.36  -4.21  -0.69
C  -5.55  -1.22  -2.80
C  1.28  -3.74  1.47
C  -0.68  -1.79  -4.83
C  -0.29  -3.66  3.74
C  1.28  -5.24  -0.86
C  -0.82  2.35  -3.58
C  5.61  -2.81  -0.67
C  -3.22  -1.27  -2.22
C  -0.66  -0.40  -4.81
C  -4.49  -1.82  -2.14
C  2.06  -1.62  -1.14
C  -2.92  2.51  -0.72
C  3.12  -0.06  0.13
C  -3.71  0.52  0.45
C  -2.24  2.69  2.64
C  0.77  1.81  1.98
C  3.19  -6.55  -0.02
C  0.00  -0.37  -7.12
C  0.35  -3.44  0.47
C  0.02  0.60  2.42
C  -1.77  3.32  -3.86
C  2.22  -4.74  1.30
C  -4.08  0.47  -3.67
C  -0.01  -1.76  -7.13
C  0.01  4.90  -4.22
C  -3.96  1.70  -0.25
C  -3.03  -0.11  -2.96
C  -0.33  0.31  -5.96
H  -2.58  -1.02  2.87
H  -1.70  2.59  5.51
H  2.01  4.15  -4.00
H  -1.07  2.98  -1.00
H  -2.08  5.36  -4.43
H  -3.72  0.02  3.72
H  -1.16  0.99  5.99
H  -2.50  -0.84  4.63
H  -0.37  -4.02  -1.46
H  3.06  0.88  0.66
H  -0.36  -3.38  4.78
H  -6.17  0.35  -4.12
H  -0.38  -3.55  -6.01
H  -0.46  -1.11  5.37
H  2.39  4.85  0.27
H  1.44  2.66  3.84
H  7.51  -2.95  -0.02
H  3.23  -3.26  -1.87
H  6.73  -1.50  0.48
H  -0.32  1.40  -5.95
H  -2.00  2.72  1.58
H  0.26  0.18  -8.01
H  -3.33  2.73  2.74
H  -0.21  -4.74  3.66
H  3.20  0.73  3.21
H  -1.84  3.60  3.10
H  -3.21  3.50  -1.07
H  2.45  4.64  2.76
H  -6.54  -1.65  -2.72
H  1.26  1.85  -3.45
H  0.33  5.90  -4.48
H  5.21  -0.27  0.47
H  0.25  -2.29  -8.04
H  -0.01  2.14  5.31
H  -4.64  -2.73  -1.57
H  3.43  -0.93  2.66
H  2.94  -4.95  2.09
H  1.26  3.05  -1.03
H  -2.83  3.10  -3.82
H  1.16  -1.79  5.58
H  -2.39  -1.74  -1.71
H  -3.91  1.33  -4.31
H  1.16  -1.90  -1.66
H  3.35  -0.58  4.38
H  -0.97  -2.34  -3.94
H  0.88  -0.08  5.84
H  -4.55  0.02  0.92
H  -1.14  -3.28  3.17

***

DFT (ωB97M-V with the def2-TZVPD basis set) results for a cluster of 4 separate species, C30H40F24IO7S in total in a non-equilibrium geometry.

Results
**HOMO energy**: -3.13 eV
**Charge**: -1
**Gap between HOMO and LUMO**: 4.8653 eV

Positions of all 103 atoms, in Å:
I  -3.18  -3.12  -2.07
S  -0.75  2.05  -3.24
F  -2.21  -7.43  3.98
F  -3.28  -4.08  4.52
F  -3.29  -3.76  2.10
F  -2.43  -5.92  2.43
F  -0.43  5.31  5.04
F  3.37  0.11  -9.71
F  -5.73  -4.38  3.47
F  1.73  -0.01  -11.14
F  -1.26  -4.86  4.72
F  1.19  1.99  -9.28
F  1.17  3.06  5.05
F  -0.12  0.29  -9.00
F  0.94  6.35  6.36
F  4.20  0.87  -7.27
F  1.87  7.23  9.61
F  4.01  2.61  -5.98
F  3.10  6.30  7.29
F  -6.60  -4.91  1.55
F  4.16  5.63  9.05
F  0.44  3.61  7.03
F  3.46  2.53  -9.49
F  0.62  5.71  8.69
F  -5.03  -2.65  1.43
F  5.22  3.18  -8.39
O  -4.25  -6.62  3.60
O  -1.42  3.19  -4.09
O  1.54  0.58  -7.54
O  2.91  4.14  7.96
O  -0.77  2.96  0.47
O  1.15  1.69  1.18
O  0.78  2.37  -3.07
C  -1.00  0.46  -4.09
C  1.43  -2.76  0.91
C  1.81  5.91  9.29
C  -0.29  -0.94  -1.83
C  -2.57  -5.21  4.73
C  2.66  -0.31  1.23
C  2.05  -0.19  -9.83
C  3.54  2.05  -7.14
C  2.73  3.94  6.56
C  -4.90  -6.29  2.37
C  2.04  1.78  -6.95
C  1.35  0.41  1.92
C  -1.02  2.14  2.87
C  0.87  5.35  5.46
C  1.78  -3.80  -0.33
C  -5.42  -4.85  2.23
C  1.18  0.69  -8.92
C  -0.19  2.25  1.45
C  -3.49  0.10  -2.33
C  0.84  -3.46  -1.67
C  -2.87  -6.28  3.67
C  1.29  4.00  6.04
C  -4.49  -3.90  1.49
C  2.98  5.51  8.38
C  -2.72  -1.16  -3.00
C  -1.07  -0.96  -3.28
C  3.87  3.00  -8.29
C  2.74  -1.93  1.45
C  1.07  -1.89  -2.06
C  -3.19  0.34  -0.71
H  1.90  1.62  -5.87
H  1.53  -4.93  -0.05
H  3.43  3.99  -8.13
H  2.91  -2.14  2.59
H  0.51  -2.05  0.67
H  3.08  2.91  6.39
H  -3.91  1.23  -0.40
H  -3.48  -0.58  -0.04
H  1.95  -1.36  -1.45
H  1.32  -1.76  -3.21
H  0.11  0.07  -1.45
H  -0.14  0.32  -4.92
H  -1.31  2.14  -1.95
H  -1.26  1.00  3.10
H  1.61  0.72  3.03
H  -2.04  2.75  2.84
H  1.49  5.61  4.59
H  3.67  -2.31  0.81
H  2.94  -3.81  -0.60
H  -2.10  0.72  -0.49
H  -2.82  -5.58  5.73
H  3.42  4.56  5.96
H  -4.65  -0.19  -2.35
H  -5.78  -6.94  2.35
H  -3.45  1.12  -2.95
H  3.61  0.15  1.78
H  0.39  -0.26  1.91
H  -2.00  0.52  -4.73
H  1.42  2.65  -7.18
H  -0.26  -3.76  -1.39
H  2.77  0.02  0.08
H  -4.32  -4.23  0.46
H  1.06  -3.46  1.80
H  1.92  -1.25  -9.59
H  1.83  5.33  10.22
H  -0.34  2.62  3.70
H  1.23  -4.10  -2.60
H  -4.31  -6.61  1.50
H  -0.88  -1.45  -0.95
H  -3.16  -1.27  -4.11

***

Copy entry 2 word for word.
DFT (ωB97M-V with the def2-TZVPD basis set) results for an isolated molecule of C2H8N4S in a non-equilibrium geometry.

Results
**HOMO energy**: -7.82 eV
**Structure (SMILES)**: CN/C(=N/N)NS
**Relative energy (zero: lowest compared OMol25 entry of this formula, charge and spin)**: 2.685 eV
**Gap between HOMO and LUMO**: 8.4695 eV

Positions of all 15 atoms, in Å:
S  2.15  -0.63  0.19
N  -1.67  -0.81  -0.12
N  0.68  1.95  -0.15
N  0.55  -0.94  -0.25
N  -0.58  1.24  0.01
C  -2.95  -0.20  0.20
C  -0.48  -0.06  -0.02
H  0.52  2.99  -0.07
H  2.43  0.55  -0.61
H  0.37  -1.66  -1.06
H  -3.18  -0.30  1.41
H  -2.74  1.01  -0.24
H  1.27  1.58  0.55
H  -3.84  -0.72  -0.61
H  -1.41  -1.85  0.02

***

Copy entry 4 word for word.
DFT (ωB97M-V with the def2-TZVPD basis set) results for a cluster of 4 separate species, C30H40F24IO7S in total in a non-equilibrium geometry.

Results
**HOMO energy**: -3.13 eV
**Charge**: -1
**Gap between HOMO and LUMO**: 4.8653 eV

Positions of all 103 atoms, in Å:
I  -3.18  -3.12  -2.07
S  -0.75  2.05  -3.24
F  -2.21  -7.43  3.98
F  -3.28  -4.08  4.52
F  -3.29  -3.76  2.10
F  -2.43  -5.92  2.43
F  -0.43  5.31  5.04
F  3.37  0.11  -9.71
F  -5.73  -4.38  3.47
F  1.73  -0.01  -11.14
F  -1.26  -4.86  4.72
F  1.19  1.99  -9.28
F  1.17  3.06  5.05
F  -0.12  0.29  -9.00
F  0.94  6.35  6.36
F  4.20  0.87  -7.27
F  1.87  7.23  9.61
F  4.01  2.61  -5.98
F  3.10  6.30  7.29
F  -6.60  -4.91  1.55
F  4.16  5.63  9.05
F  0.44  3.61  7.03
F  3.46  2.53  -9.49
F  0.62  5.71  8.69
F  -5.03  -2.65  1.43
F  5.22  3.18  -8.39
O  -4.25  -6.62  3.60
O  -1.42  3.19  -4.09
O  1.54  0.58  -7.54
O  2.91  4.14  7.96
O  -0.77  2.96  0.47
O  1.15  1.69  1.18
O  0.78  2.37  -3.07
C  -1.00  0.46  -4.09
C  1.43  -2.76  0.91
C  1.81  5.91  9.29
C  -0.29  -0.94  -1.83
C  -2.57  -5.21  4.73
C  2.66  -0.31  1.23
C  2.05  -0.19  -9.83
C  3.54  2.05  -7.14
C  2.73  3.94  6.56
C  -4.90  -6.29  2.37
C  2.04  1.78  -6.95
C  1.35  0.41  1.92
C  -1.02  2.14  2.87
C  0.87  5.35  5.46
C  1.78  -3.80  -0.33
C  -5.42  -4.85  2.23
C  1.18  0.69  -8.92
C  -0.19  2.25  1.45
C  -3.49  0.10  -2.33
C  0.84  -3.46  -1.67
C  -2.87  -6.28  3.67
C  1.29  4.00  6.04
C  -4.49  -3.90  1.49
C  2.98  5.51  8.38
C  -2.72  -1.16  -3.00
C  -1.07  -0.96  -3.28
C  3.87  3.00  -8.29
C  2.74  -1.93  1.45
C  1.07  -1.89  -2.06
C  -3.19  0.34  -0.71
H  1.90  1.62  -5.87
H  1.53  -4.93  -0.05
H  3.43  3.99  -8.13
H  2.91  -2.14  2.59
H  0.51  -2.05  0.67
H  3.08  2.91  6.39
H  -3.91  1.23  -0.40
H  -3.48  -0.58  -0.04
H  1.95  -1.36  -1.45
H  1.32  -1.76  -3.21
H  0.11  0.07  -1.45
H  -0.14  0.32  -4.92
H  -1.31  2.14  -1.95
H  -1.26  1.00  3.10
H  1.61  0.72  3.03
H  -2.04  2.75  2.84
H  1.49  5.61  4.59
H  3.67  -2.31  0.81
H  2.94  -3.81  -0.60
H  -2.10  0.72  -0.49
H  -2.82  -5.58  5.73
H  3.42  4.56  5.96
H  -4.65  -0.19  -2.35
H  -5.78  -6.94  2.35
H  -3.45  1.12  -2.95
H  3.61  0.15  1.78
H  0.39  -0.26  1.91
H  -2.00  0.52  -4.73
H  1.42  2.65  -7.18
H  -0.26  -3.76  -1.39
H  2.77  0.02  0.08
H  -4.32  -4.23  0.46
H  1.06  -3.46  1.80
H  1.92  -1.25  -9.59
H  1.83  5.33  10.22
H  -0.34  2.62  3.70
H  1.23  -4.10  -2.60
H  -4.31  -6.61  1.50
H  -0.88  -1.45  -0.95
H  -3.16  -1.27  -4.11